(1)
This record from OMol25 describes a 2-piece molecular cluster, C3H6N2O overall. The level of theory is the ωB97M-V functional and the def2-TZVPD basis.

Each line ends with the Mulliken charge.
Geometry (Å):
N1 1.494 0.715 -0.380  -0.5375
C1 1.057 -0.328 0.502  -0.6737
C2 -1.601 0.013 0.342  -0.5326
O1 -1.390 0.938 -0.578  -0.3321
C3 -1.616 -1.297 -0.301  0.5685
N2 -1.732 -2.397 -0.655  -0.3785
H1 1.575 1.611 0.085  0.2317
H2 0.894 0.818 -1.192  0.2529
H3 1.039 -1.287 -0.025  0.3466
H4 1.711 -0.406 1.373  0.3409
H5 0.031 -0.176 0.958  0.2862
H6 -1.461 1.795 -0.129  0.4277

Calculated values
- Multiplicity: 1


(2)
This record from OMol25 describes a single C3H3NO2 molecule. The level of theory is the ωB97M-V functional and the def2-TZVPD basis.

Each line ends with the Mulliken charge.
Geometry (Å):
O1 -2.013 -0.354 -0.080  -0.5116
C1 -0.581 -0.020 -0.060  0.5690
C2 0.239 0.961 0.018  -0.2736
N1 1.558 0.425 -0.095  -0.4051
C3 1.329 -0.788 0.087  0.0296
O2 0.028 -1.195 0.004  -0.2727
H1 -2.428 0.642 0.327  0.3676
H2 -0.116 2.091 -0.005  0.2413
H3 1.983 -1.762 -0.195  0.2557

Calculated values
- Multiplicity: 1
- SMILES: Oc1cnco1


(3)
This record from OMol25 describes a single C24H27FN2O4 molecule. The level of theory is the ωB97M-V functional and the def2-TZVPD basis.

Each line ends with the Mulliken charge.
Geometry (Å):
C1 -0.634 0.703 -3.119  -0.9403
O1 0.474 0.831 -2.262  -0.4564
C2 0.372 1.677 -1.201  0.7194
C3 -0.743 2.425 -0.890  -0.2412
C4 -0.764 3.278 0.222  0.0020
C5 -2.023 3.996 0.503  0.9362
C6 -1.966 5.132 1.494  -1.5706
O2 -3.064 3.677 -0.037  -0.6366
C7 0.375 3.380 1.009  -0.9905
C8 1.497 2.624 0.716  -0.9582
C9 1.517 1.753 -0.366  0.9161
O3 2.545 0.955 -0.713  -0.2740
C10 3.681 0.881 0.124  -0.7838
C11 4.449 -0.390 -0.232  -1.0016
C12 3.932 -1.597 0.559  -1.0414
N1 2.491 -1.730 0.473  0.7699
C13 1.927 -2.469 1.586  -1.1402
C14 0.404 -2.389 1.550  -0.5454
C15 -0.106 -3.001 0.243  0.0770
C16 -1.590 -2.958 0.145  -0.7152
N2 -2.273 -4.058 0.044  -0.6925
O4 -3.605 -3.763 -0.055  -0.2755
C17 -3.743 -2.427 -0.017  -0.4411
C18 -4.917 -1.692 -0.096  -0.9436
C19 -4.762 -0.324 -0.040  0.3479
F1 -5.863 0.444 -0.116  -0.3274
C20 -3.524 0.311 0.094  -0.8365
C21 -2.371 -0.435 0.179  0.2124
C22 -2.475 -1.826 0.116  1.3391
C23 0.552 -2.259 -0.922  0.2528
C24 2.068 -2.307 -0.789  -1.3181
H1 -1.512 0.315 -2.590  0.2956
H2 -0.331 -0.011 -3.883  0.2728
H3 -0.889 1.656 -3.593  0.4234
H4 -1.636 2.377 -1.493  0.6114
H5 -1.781 4.738 2.491  0.3412
H6 -1.167 5.823 1.238  0.4062
H7 -2.920 5.654 1.495  0.3905
H8 0.398 4.032 1.867  0.3810
H9 2.367 2.724 1.345  0.4142
H10 4.308 1.770 -0.033  0.5296
H11 3.379 0.837 1.177  0.4260
H12 5.507 -0.255 -0.005  0.4905
H13 4.348 -0.556 -1.304  0.3183
H14 4.193 -1.448 1.612  0.4760
H15 4.453 -2.508 0.214  0.3256
H16 2.290 -2.025 2.518  0.5231
H17 2.237 -3.531 1.572  0.4053
H18 0.102 -1.342 1.609  0.1491
H19 -0.013 -2.921 2.406  0.4667
H20 0.185 -4.057 0.209  0.3682
H21 -5.884 -2.155 -0.197  0.4966
H22 -3.501 1.390 0.125  0.5310
H23 -1.414 0.050 0.292  0.6655
H24 0.241 -1.216 -0.919  -0.5611
H25 0.255 -2.708 -1.872  0.5284
H26 2.506 -1.721 -1.598  0.4528
H27 2.418 -3.353 -0.883  0.4298

Calculated values
- Multiplicity: 1
- SMILES: COc1cc(C(C)=O)ccc1OCCCN1CCC(c2noc3cc(F)ccc23)CC1


(4)
This record from OMol25 describes a 2-piece molecular cluster, C3H9OS overall. The level of theory is the ωB97M-V functional and the def2-TZVPD basis.

Each line ends with the Mulliken charge.
Geometry (Å):
C1 0.455 2.469 -0.192  -0.5377
S1 1.985 3.174 -1.054  -0.8001
H1 0.787 2.501 0.835  0.1409
H2 -0.398 3.084 -0.446  0.1749
H3 0.335 1.453 -0.551  0.0258
C2 -0.999 -3.027 1.137  -0.2300
O1 -2.421 -2.964 1.307  -0.5222
C3 -0.635 -2.600 -0.254  -0.8738
H4 -0.505 -2.434 1.921  0.2613
H5 -0.744 -4.065 1.379  0.2361
H6 -2.645 -2.030 1.362  0.3032
H7 -1.138 -1.671 -0.511  0.2522
H8 0.415 -2.478 -0.548  0.3316
H9 -0.953 -3.363 -0.978  0.2378

Calculated values
- Multiplicity: 1
- Total charge: -1


Calculated values (eV) of gap between HOMO and LUMO for the records, taken in order: 8.7 10.0 8.9 5.0.
Calculated values (kJ/mol) of relative energy (zero: lowest compared OMol25 entry of this formula, charge and spin) for the records, taken in order: 433.14 321.96 118.66 141.33.